Record 1
DFT (the ωB97M-V functional and the def2-TZVPD basis) results for a 5-piece molecular cluster, C32H50Br2O20S overall in a non-equilibrium geometry.

Structure (XYZ):
```
105
Properties=species:S:1:pos:R:3:forces:R:3
C -3.4029 2.5242 2.6828 0.93 -0.04 0.14
C -2.4923 1.1756 2.3055 -1.24 -0.25 -0.41
C -1.9310 0.3885 3.6287 -1.67 2.22 6.45
O -2.3645 0.8383 4.8368 3.03 -3.02 -7.79
O -0.9682 -0.7226 3.6534 -3.52 2.10 -1.41
C -1.3157 -1.7912 2.7044 1.21 -1.72 -0.31
C 0.0437 -2.1054 1.8241 0.06 -0.03 -0.02
C 0.5311 -0.7448 1.0505 -2.29 -0.35 -1.67
C -0.1025 -0.8487 -0.4939 1.68 1.40 0.28
C 0.2818 0.6197 -1.1963 -0.19 -0.96 0.54
C -0.6144 0.9188 -2.5358 -1.27 -0.74 3.27
Br -0.1657 2.6495 -3.4452 -1.36 -7.62 8.55
C -2.1955 1.0708 -2.0180 0.73 -2.23 0.71
C -3.1464 -0.1894 -2.5064 -0.04 0.90 -0.56
Br -2.9790 2.8175 -2.6132 -1.06 -1.10 0.88
C 1.9034 0.5903 -1.4343 -0.27 0.51 -1.91
O 2.6711 0.7777 -0.1676 -1.75 -2.63 0.63
S 2.3881 -0.5479 0.9020 3.93 -1.77 3.55
O 3.0676 -1.8442 0.3846 -2.82 4.54 0.94
O 2.9186 -0.1282 2.3186 -2.13 -0.96 -5.51
H -2.6133 3.3801 2.9411 -2.00 -1.78 -0.46
H -4.1180 2.3355 3.6048 1.66 0.33 -2.04
H -4.0271 2.8391 1.7252 1.42 -0.73 2.03
H -3.2373 0.4516 1.7310 1.72 1.26 1.16
H -1.6756 1.5118 1.5381 -1.26 -0.89 1.62
H -2.2723 -1.5947 2.0600 1.98 -0.05 1.13
H -1.5266 -2.7755 3.3398 0.35 2.19 -1.28
H -0.2133 -2.9234 0.9997 0.45 2.30 2.07
H 0.9167 -2.5422 2.5096 -2.12 1.12 -1.34
H 0.1104 0.2567 1.4882 1.24 -2.01 -0.41
H 0.5249 -1.6709 -1.0441 -1.63 1.29 0.93
H -1.2550 -1.0563 -0.4720 2.35 0.26 0.09
H 0.0478 1.4575 -0.3800 0.55 -1.56 -1.90
H -0.5579 0.0199 -3.2964 0.08 2.03 1.32
H -2.1694 1.0655 -0.8462 -0.27 0.40 -2.26
H -4.2578 0.1779 -2.5775 2.14 -0.83 0.25
H -3.0761 -1.1085 -1.7800 0.01 1.81 -1.46
H -2.8001 -0.4807 -3.5944 -0.74 0.39 2.21
H 2.2305 1.4937 -2.1348 -0.71 -1.85 1.75
H 2.2679 -0.4001 -1.9915 -0.89 1.98 1.40
C 2.3474 -7.7804 -0.0292 -0.24 0.03 -0.18
C 2.0322 -6.3019 -0.1300 1.11 -1.28 0.22
C 1.9098 -5.6182 1.1981 0.82 -0.01 0.52
O 1.0665 -4.5205 0.8939 -0.74 -0.48 -1.05
C 0.2947 -4.9124 -0.1652 -1.22 0.55 -0.68
O -0.6722 -4.2958 -0.5801 1.75 -1.14 0.77
O 0.7476 -6.0899 -0.6928 -0.92 1.35 0.20
H 2.2808 -8.2531 -1.0150 0.22 0.21 0.29
H 3.3533 -7.9411 0.3705 -0.10 0.11 -0.09
H 1.6281 -8.2980 0.6147 0.21 0.22 -0.11
H 2.7664 -5.8050 -0.7754 -0.06 0.11 0.14
H 2.8738 -5.2722 1.5811 -0.25 0.16 -0.07
H 1.4181 -6.2295 1.9622 0.06 -0.12 -0.17
C 4.3133 2.5399 3.5353 -0.23 -0.19 -0.30
C 3.9980 4.0184 3.4344 0.94 -1.31 0.18
C 3.8757 4.7021 4.7626 0.72 0.02 0.55
O 3.0323 5.7998 4.4583 -0.87 0.17 -0.79
C 2.2605 5.4079 3.3992 -1.60 0.73 -0.89
O 1.2937 6.0245 2.9843 2.61 -1.77 0.48
O 2.7134 4.2304 2.8717 -0.78 1.27 0.32
H 4.2466 2.0672 2.5495 0.09 0.08 0.22
H 5.3192 2.3792 3.9350 -0.10 0.12 -0.06
H 3.5940 2.0223 4.1792 0.09 0.15 -0.08
H 4.7323 4.5153 2.7890 -0.04 0.08 0.12
H 4.8397 5.0481 5.1455 -0.24 0.12 -0.05
H 3.3839 4.0908 5.5266 0.07 -0.12 -0.17
C 0.0300 3.3237 -9.6084 0.41 0.23 -0.01
C -0.2759 2.7029 -8.2607 -0.01 -0.07 -1.54
C -1.6493 3.0163 -7.7487 -0.68 -0.28 -0.50
O -1.4840 2.8859 -6.3471 1.30 0.16 1.18
C -0.1717 3.1713 -6.0880 -0.28 1.08 -0.61
O 0.2907 3.3392 -4.9721 2.89 6.18 -11.57
O 0.5512 3.2493 -7.2461 -0.11 -0.24 1.66
H 1.0864 3.1842 -9.8621 -0.22 -0.11 0.00
H -0.5829 2.8746 -10.3959 0.07 0.00 0.17
H -0.1490 4.4043 -9.5990 -0.08 -0.17 0.08
H -0.0933 1.6221 -8.2953 -0.13 0.06 0.05
H -2.4033 2.3155 -8.1173 0.08 0.09 0.28
H -1.9743 4.0398 -7.9639 0.16 -0.07 -0.08
C -0.6616 7.3903 4.1849 -0.38 0.39 0.07
C -1.0334 8.6422 4.9529 0.67 -1.08 -1.03
C -0.2655 8.8194 6.2277 0.85 0.13 -0.02
O -1.1462 9.6173 7.0001 -1.03 0.05 -0.01
C -2.4091 9.3281 6.5615 -2.15 0.59 1.02
O -3.4325 9.6871 7.1192 2.26 -0.75 -1.17
O -2.3716 8.5783 5.4186 -0.40 0.80 1.17
H -1.3498 7.2383 3.3463 0.19 0.11 0.04
H 0.3585 7.4573 3.7947 -0.60 0.20 0.29
H -0.7370 6.4985 4.8164 0.09 0.18 0.03
H -0.9470 9.5209 4.3024 0.07 0.02 0.13
H 0.6882 9.3319 6.0741 -0.21 0.03 0.15
H -0.0873 7.8825 6.7660 -0.04 -0.05 -0.22
C -1.8377 -10.2620 -3.9291 0.22 -0.29 -0.25
C -1.4050 -10.1885 -2.4790 -0.92 -0.03 -1.10
C -1.2274 -8.7894 -1.9716 -0.70 0.63 0.04
O -0.2988 -8.9687 -0.9159 0.71 -0.92 0.05
C 0.4384 -10.0749 -1.2380 1.86 -0.82 1.06
O 1.4513 -10.4229 -0.6549 -2.31 0.51 -1.31
O -0.1078 -10.7349 -2.3038 0.74 0.38 0.94
H -1.8097 -11.2980 -4.2838 -0.13 0.15 0.12
H -2.8530 -9.8742 -4.0561 0.13 -0.06 0.09
H -1.1618 -9.6921 -4.5758 -0.08 0.02 0.20
H -2.0973 -10.7622 -1.8513 0.04 0.13 0.04
H -2.1603 -8.3579 -1.5985 0.26 -0.02 0.10
H -0.7858 -8.1090 -2.7074 -0.08 -0.14 -0.07
```
Forces are in eV/Å.

Values from the calculation:
**Gap between HOMO and LUMO**: 7.51 eV
**E_LUMO**: 0.230 eV


Record 2
DFT (the ωB97M-V functional and the def2-TZVPD basis) results for a 8-piece molecular cluster, C32H50F18O16 overall in a non-equilibrium geometry.

Structure (XYZ):
```
116
Properties=species:S:1:pos:R:3:forces:R:3
C 2.1654 4.8270 -8.0666 0.20 -1.13 -0.09
C 1.4650 3.7820 -7.2106 0.06 0.95 -0.14
O 1.6520 2.5091 -7.8391 0.13 -0.18 -0.34
C 1.2829 1.4393 -7.1616 0.56 0.30 0.24
O 0.7393 1.4276 -6.0992 -0.18 -0.23 0.16
C 1.7316 0.1638 -7.9087 -1.07 -0.09 -0.39
F 2.8442 0.3414 -8.6059 0.26 -0.07 0.11
F 1.8744 -0.8480 -7.0655 0.25 0.01 0.08
F 0.7490 -0.1683 -8.7802 0.22 0.04 0.10
H 2.1070 5.7780 -7.5478 0.00 0.22 -0.30
H 1.7468 4.8208 -9.0721 -0.26 0.45 0.10
H 3.2037 4.5187 -8.2095 0.09 0.25 0.25
H 0.4039 4.0193 -7.1444 -0.06 -0.27 0.17
H 1.9070 3.7791 -6.2154 -0.19 -0.26 0.10
C -6.7182 -0.2161 -6.5472 -0.09 0.10 0.01
C -6.9285 -0.3949 -5.0667 0.15 0.21 0.28
O -5.7325 0.0736 -4.3799 0.33 0.07 -0.25
C -5.0151 -0.8136 -3.7167 -0.50 0.03 0.46
O -5.3215 -1.9446 -3.4784 0.31 -0.28 -0.08
C -3.7299 -0.1860 -3.1203 -0.13 -0.10 -0.58
F -3.8783 -0.0336 -1.8053 0.02 0.06 0.23
F -2.6912 -0.9915 -3.3412 -0.11 0.01 0.00
F -3.4709 1.0024 -3.6653 0.17 0.08 0.12
H -5.8097 -0.7335 -6.8516 -0.02 0.00 -0.11
H -6.6391 0.8412 -6.7942 0.11 -0.01 -0.06
H -7.5641 -0.6290 -7.0962 0.00 -0.04 0.00
H -7.1075 -1.4315 -4.7981 -0.06 0.02 0.09
H -7.7037 0.2564 -4.6687 -0.22 -0.19 -0.12
C 4.8924 1.7276 -4.6215 -0.40 -0.88 0.45
C 3.5789 2.2450 -4.0719 0.21 1.66 -1.44
O 3.7390 2.5224 -2.6788 0.37 -0.86 0.36
C 2.6807 2.9737 -2.0458 -0.09 0.30 -0.37
O 1.6280 3.2307 -2.5482 -0.34 0.02 0.24
C 2.9783 3.2192 -0.5534 -0.18 0.06 0.10
F 2.9361 4.5326 -0.2958 -0.06 -0.12 -0.03
F 2.0470 2.6107 0.1941 0.01 0.11 -0.02
F 4.1649 2.7601 -0.1849 0.20 -0.06 0.10
H 5.7494 2.2838 -4.2521 -0.05 0.10 0.08
H 4.9110 1.7436 -5.7099 -0.17 0.08 -0.02
H 4.9700 0.6832 -4.3054 0.40 0.07 -0.09
H 2.7098 1.6400 -4.3296 0.09 -0.36 0.58
H 3.3567 3.2160 -4.5407 0.02 -0.09 0.10
C 5.1568 -0.9706 5.8624 -0.34 -0.23 -0.65
C 5.1385 -2.1699 4.9262 0.89 0.37 0.48
O 3.8198 -2.3077 4.3867 -0.49 0.14 0.32
C 3.6891 -3.1453 3.3864 0.31 -0.05 -0.43
O 4.5610 -3.7827 2.8740 0.00 -0.21 -0.07
C 2.2476 -3.2106 2.8370 -0.11 0.38 0.19
F 1.8817 -4.4815 2.7093 -0.13 0.06 -0.04
F 1.3673 -2.5788 3.6326 0.06 -0.23 -0.12
F 2.1885 -2.6172 1.6332 0.07 -0.17 0.14
H 5.2027 -0.0860 5.2287 0.04 0.25 0.35
H 6.0208 -1.0443 6.5174 0.07 0.17 -0.01
H 4.2490 -0.9340 6.4630 0.04 -0.04 0.08
H 5.4551 -3.0721 5.4533 -0.37 -0.19 -0.19
H 5.8445 -2.0018 4.1123 -0.10 -0.16 -0.08
C -2.9196 0.7039 6.6615 0.53 -0.30 0.31
C -1.9049 0.4045 7.7559 1.14 0.37 -1.78
O -2.2354 1.1822 8.9074 -0.16 -0.35 0.44
C -2.2368 0.5811 10.0875 0.20 0.07 -0.35
O -2.0614 -0.5796 10.2945 -0.07 -0.12 0.30
C -2.4313 1.6105 11.2229 -0.20 0.03 0.13
F -2.5669 2.8659 10.7800 0.07 -0.31 0.15
F -3.5301 1.2988 11.9307 0.38 0.08 -0.08
F -1.3589 1.5560 12.0266 -0.32 0.08 -0.05
H -2.4846 0.4572 5.6919 -0.04 -0.12 0.03
H -3.1147 1.7736 6.6618 -0.37 -0.05 -0.01
H -3.8004 0.0855 6.8202 -0.28 0.34 -0.12
H -0.9185 0.7684 7.4395 -0.17 0.29 0.06
H -1.7053 -0.6619 7.8504 -0.69 -0.01 0.95
C 0.9156 0.8558 4.3307 0.10 0.18 0.79
C 1.3346 1.5375 3.0547 -0.34 -0.55 -0.37
O 2.1907 2.6567 3.3449 0.13 0.34 -0.18
C 3.4826 2.4178 3.4508 -0.37 -0.11 0.09
O 4.0196 1.3597 3.3240 0.46 -0.29 -0.06
C 4.2712 3.6904 3.8318 -0.33 0.13 0.02
F 5.2416 3.9254 2.9510 0.00 -0.01 -0.07
F 3.4750 4.7619 3.8933 0.23 -0.01 -0.02
F 4.8316 3.5162 5.0332 0.03 -0.02 0.06
H 0.2552 0.0232 4.0961 0.16 -0.15 0.08
H 0.4384 1.4741 5.0978 -0.32 0.37 -0.55
H 1.8124 0.5263 4.8632 -0.01 -0.51 -0.32
H 0.5406 1.9113 2.4142 -0.23 0.27 0.44
H 1.8185 0.7800 2.4342 0.50 0.28 0.07
C 0.2116 -0.0352 -3.0321 0.59 0.22 -0.69
O -0.2495 -0.6513 -1.8750 -0.45 -0.60 0.37
C -0.3413 0.2023 -0.7610 0.37 0.64 -0.50
C -0.7584 -0.6139 0.4341 -0.88 -0.25 -0.79
O -1.1641 0.2778 1.4458 0.68 0.22 0.18
C -2.0664 -0.2703 2.3341 -1.28 -0.07 1.81
H 1.1830 0.4389 -2.8341 -0.03 0.07 -0.14
H -0.4516 0.7094 -3.4898 -0.16 0.11 0.47
H 0.3482 -0.7920 -3.8045 0.07 -0.17 0.17
H -1.1091 0.9726 -0.9260 0.01 -0.04 0.02
H 0.6130 0.7372 -0.6490 -0.04 -0.11 0.30
H -0.0224 -1.3524 0.7580 0.24 0.18 0.19
H -1.6294 -1.1760 0.0696 0.02 -0.08 0.19
H -3.1181 -0.1978 2.0260 0.16 -0.26 -0.60
H -2.1013 0.2707 3.2907 0.54 0.45 -0.32
H -1.8706 -1.2916 2.6775 0.28 -0.16 -0.57
C -2.9144 -3.5463 1.3434 0.29 -0.21 0.38
O -3.1438 -4.2558 0.1631 0.10 -0.40 0.00
C -2.6893 -3.6120 -0.9952 -0.85 0.61 -0.65
C -2.8574 -4.5050 -2.2112 -0.03 -0.16 1.00
O -2.1758 -5.7257 -1.9827 0.00 0.10 -0.50
C -2.0050 -6.4671 -3.1780 0.39 0.03 0.50
H -3.4222 -2.5766 1.3784 -0.01 0.03 -0.19
H -1.8386 -3.4052 1.5243 -0.04 0.16 -0.15
H -3.2793 -4.1538 2.1724 -0.13 -0.02 -0.08
H -1.6693 -3.2140 -0.9427 0.13 -0.34 0.31
H -3.3546 -2.7497 -1.1944 0.26 0.07 0.05
H -2.4768 -3.9204 -3.0583 0.05 -0.32 -0.18
H -3.9241 -4.7193 -2.3468 0.01 0.11 -0.20
H -2.9452 -6.6483 -3.7066 -0.04 0.25 -0.09
H -1.5961 -7.4406 -2.9072 0.03 0.05 0.08
H -1.2666 -5.9461 -3.7962 -0.21 -0.11 -0.37
```
Forces are in eV/Å.

Values from the calculation:
**SMILES string**: CCOC(=O)C(F)(F)F.CCOC(=O)C(F)(F)F.CCOC(=O)C(F)(F)F.CCOC(=O)C(F)(F)F.CCOC(=O)C(F)(F)F.CCOC(=O)C(F)(F)F.COCCOC.COCCOC
**Gap between HOMO and LUMO**: 9.83 eV
**E_LUMO**: 0.411 eV


Energy relative to the best compared isomer or geometry (same formula, charge and spin) values, unit kcal per mole, following the record order: 225.9; 16.0.
E_tot values, unit hartree, following the record order: -8299.960247; -4250.751582.